1.
# C17H13MnN2O2Se

C17H13MnN2O2Se as an isolated structure at a distorted geometry (the ωB97M-V functional and the def2-TZVPD basis, the Open Molecules 2025 dataset).

Values from the calculation:
**F_max**: 5.0 eV/Å
**HOMO (alpha / beta)**: -6.95 / -7.90 eV
**Total energy**: -121580.420 eV
**M**: 411.2 g/mol
**Net charge**: 0
**Multiplicity**: 5
**Gap between HOMO and LUMO (alpha / beta)**: 5.8176 / 6.5744 eV

Last column: natural (NBO) charge in e.
Atoms and positions in Å:
Mn  1.2383  2.1907  -0.1855  1.217
C  3.5237  2.3695  -2.4093  -0.253
O  2.3886  1.6547  -1.9109  -0.558
C  2.3360  0.2957  -2.1922  0.278
C  3.1250  -0.3246  -3.1388  -0.275
C  2.9459  -1.6805  -3.3880  -0.187
C  1.9746  -2.3969  -2.7063  -0.222
C  1.1917  -1.7783  -1.7493  -0.202
C  1.3808  -0.4285  -1.4593  0.127
N  0.6988  0.2874  -0.4763  -0.409
N  -0.2682  -0.3047  0.1068  -0.110
C  -1.0827  0.3236  0.9602  -0.055
C  -1.1534  1.7533  1.1000  0.425
O  -0.2944  2.5142  0.5151  -0.728
C  -2.2137  2.3316  1.8377  -0.288
C  -3.0997  1.5560  2.5110  -0.084
C  -3.0177  0.1328  2.4866  -0.137
C  -3.8915  -0.6633  3.2498  -0.157
C  -3.7895  -2.0306  3.2365  -0.230
C  -2.8154  -2.6483  2.4431  -0.191
C  -1.9527  -1.8929  1.6848  -0.211
C  -2.0277  -0.4910  1.6988  0.074
H  3.4944  2.4128  -3.4982  0.184
H  4.4427  1.8978  -2.0633  0.201
H  3.4634  3.3687  -1.9915  0.227
H  3.8741  0.2254  -3.6888  0.227
H  3.5682  -2.1670  -4.1264  0.220
H  1.8347  -3.4488  -2.9173  0.220
H  0.4315  -2.3202  -1.2059  0.235
H  -2.2652  3.4122  1.8671  0.233
H  -3.8850  2.0214  3.0942  0.216
H  -4.6488  -0.1774  3.8538  0.211
H  -4.4569  -2.6324  3.8393  0.216
H  -2.7380  -3.7278  2.4332  0.215
H  -1.1947  -2.3637  1.0754  0.224
Se  2.8827  2.7290  1.1140  -0.654

---

2.
# C17H13N3O3S

One molecule with the formula C17H13N3O3S at a distorted geometry (the ωB97M-V functional and the def2-TZVPD basis, the Open Molecules 2025 dataset).

Values from the calculation:
**ΔE to the lowest compared entry with this formula, charge and spin**: 0.0 kcal per mole
**F_max**: 1.1 eV/Å
**HOMO**: -8.33 eV
**Total energy**: -39289.239 eV
**M**: 339.4 g/mol
**SMILES**: O=c1[nH]c2ccc(NS(=O)(=O)c3ccc4ccccc4c3)cc2[nH]1
**Net charge**: 0
**Gap between HOMO and LUMO**: 8.1949 eV

Last column: natural (NBO) charge in e.
Atoms and positions in Å:
O  -4.2719  1.4848  -0.2438  -0.626
C  -3.0900  1.7213  -0.2581  0.763
N  -2.4375  2.7587  0.3759  -0.594
C  -1.0793  2.6879  0.1480  0.115
C  -0.0203  3.4668  0.5705  -0.238
C  1.2569  3.0780  0.1942  -0.224
C  1.4703  1.9526  -0.5987  0.104
C  0.3986  1.1942  -1.0696  -0.263
C  -0.8679  1.5655  -0.6734  0.188
N  -2.1037  1.0064  -0.9099  -0.610
H  -2.2854  0.1764  -1.4466  0.429
H  0.5689  0.3467  -1.7123  0.234
N  2.7690  1.4827  -0.8944  -0.843
H  3.4563  2.2239  -0.9528  0.404
S  3.3455  0.3796  0.2809  2.294
O  4.6181  -0.0724  -0.1906  -0.928
O  3.2780  0.9930  1.5777  -0.936
C  2.1081  -0.8926  0.1580  -0.362
C  0.9960  -0.7818  0.9394  -0.142
C  -0.0983  -1.6459  0.7284  -0.001
C  -1.2998  -1.5246  1.4574  -0.187
C  -2.3604  -2.3450  1.1918  -0.211
C  -2.2609  -3.3305  0.1962  -0.197
C  -1.1076  -3.4761  -0.5241  -0.183
C  0.0014  -2.6361  -0.2878  -0.073
C  1.1925  -2.7385  -1.0425  -0.186
C  2.2274  -1.8687  -0.8363  -0.186
H  3.1387  -1.9023  -1.4113  0.246
H  1.2614  -3.5051  -1.8003  0.220
H  -1.0306  -4.2332  -1.2909  0.214
H  -3.1070  -3.9729  0.0033  0.220
H  -3.2824  -2.2406  1.7431  0.224
H  -1.3648  -0.7644  2.2215  0.217
H  0.9573  -0.0183  1.7009  0.246
H  2.1095  3.6427  0.5381  0.224
H  -0.1742  4.3355  1.1904  0.223
H  -2.9117  3.4522  0.9280  0.427

---

3.
# C17H14BrIrN4O

C17H14BrIrN4O as an isolated structure at a distorted geometry (the ωB97M-V functional and the def2-TZVPD basis, the Open Molecules 2025 dataset).

Values from the calculation:
**ΔE to the lowest compared entry with this formula, charge and spin**: 65.6 kcal per mole
**F_max**: 6.0 eV/Å
**HOMO (alpha / beta)**: -15.78 / -15.78 eV
**Total energy**: -98728.131 eV
**M**: 562.4 g/mol
**Net charge**: +2
**Gap between HOMO and LUMO (alpha / beta)**: 6.4504 / 6.4527 eV

Last column: natural (NBO) charge in e.
Atoms and positions in Å:
Ir  0.6472  -0.1387  -1.1771  1.301
O  -2.3543  1.9828  0.8581  -0.504
C  -1.4627  1.6382  0.1197  0.612
N  -1.2824  0.3756  -0.3590  -0.505
C  -2.2759  -0.6306  -0.2175  -0.294
C  -1.8101  -1.9113  -0.8521  0.239
C  -2.5223  -3.0970  -0.7032  -0.220
C  -2.0800  -4.2404  -1.3481  -0.085
C  -0.9513  -4.1648  -2.1534  -0.228
C  -0.2789  -2.9568  -2.2391  0.061
N  -0.6859  -1.8699  -1.5848  -0.549
C  -0.4096  2.5818  -0.4129  0.109
C  -0.4332  3.9242  -0.0593  -0.175
C  0.4917  4.7808  -0.6453  -0.100
C  1.3879  4.2724  -1.5732  -0.213
C  1.3632  2.9110  -1.8534  0.062
N  0.4928  2.0933  -1.2726  -0.496
H  -3.2144  -0.3140  -0.7081  0.266
H  -2.5471  -0.7750  0.8413  0.252
H  -3.4022  -3.1180  -0.0799  0.258
H  -2.6020  -5.1776  -1.2245  0.259
H  -0.5898  -5.0199  -2.7029  0.264
H  0.6105  -2.8643  -2.8487  0.226
H  -1.1735  4.2640  0.6498  0.277
H  0.5028  5.8317  -0.3940  0.260
H  2.0943  4.9083  -2.0853  0.264
H  2.0525  2.4852  -2.5689  0.229
Br  2.0060  -0.6135  5.4090  0.225
C  1.9555  -0.5709  3.5239  -0.001
C  2.2582  0.6025  2.8295  -0.246
C  2.0976  0.6202  1.4610  0.057
N  1.6744  -0.4450  0.7656  -0.417
C  1.4435  -1.5884  1.4272  0.059
C  1.5719  -1.6990  2.7950  -0.256
H  2.5954  1.4831  3.3532  0.272
H  2.3181  1.5201  0.9030  0.232
H  1.1482  -2.4461  0.8372  0.232
H  1.3640  -2.6341  3.2899  0.273

---

4.
# C17H14ClN5S

One molecule with the formula C17H14ClN5S (the ωB97M-V functional and the def2-TZVPD basis, the Open Molecules 2025 dataset).

Values from the calculation:
**ΔE to the lowest compared entry with this formula, charge and spin**: 2.3 kcal per mole
**F_max**: 1.0 eV/Å
**HOMO**: -8.22 eV
**Total energy**: -48665.600 eV
**M**: 355.9 g/mol
**SMILES**: Cc1nc2ccccc2n1Cc1n[nH]c(=S)n1-c1ccc(Cl)cc1
**Net charge**: 0
**Gap between HOMO and LUMO**: 8.7831 eV

Last column: natural (NBO) charge in e.
Atoms and positions in Å:
C  1.0746  2.5411  -1.5842  -0.667
C  1.2979  1.5117  -0.5415  0.414
N  2.2921  0.6782  -0.5326  -0.462
C  2.1422  -0.0863  0.5970  0.082
C  2.9159  -1.1312  1.0856  -0.194
C  2.5187  -1.7244  2.2653  -0.228
C  1.3865  -1.2923  2.9560  -0.216
C  0.6028  -0.2567  2.4864  -0.268
C  0.9881  0.3342  1.2956  0.175
N  0.4591  1.3595  0.5415  -0.396
C  -0.7915  2.0324  0.7607  -0.254
C  -1.7361  1.8209  -0.3769  0.358
N  -2.4702  2.7460  -0.9039  -0.262
N  -3.1216  2.1541  -1.9312  -0.389
C  -2.7804  0.8436  -2.0703  0.210
S  -3.3061  -0.2234  -3.1888  -0.216
N  -1.8824  0.6279  -1.0398  -0.427
C  -1.2285  -0.5946  -0.7599  0.105
C  -1.5458  -1.2911  0.3980  -0.156
C  -0.8768  -2.4614  0.6997  -0.237
C  0.1078  -2.9223  -0.1608  -0.018
C  0.4045  -2.2472  -1.3352  -0.220
C  -0.2717  -1.0823  -1.6399  -0.171
H  -0.0516  -0.5480  -2.5506  0.237
H  1.1643  -2.6235  -2.0005  0.237
Cl  0.9751  -4.3523  0.2398  0.021
H  -1.1099  -3.0087  1.5987  0.234
H  -2.3148  -0.9177  1.0578  0.217
H  -3.7688  2.6660  -2.5068  0.431
H  -0.6496  3.1133  0.8735  0.243
H  -1.2275  1.6455  1.6870  0.238
H  -0.2700  0.0699  3.0336  0.211
H  1.1169  -1.7796  3.8810  0.215
H  3.0956  -2.5419  2.6707  0.217
H  3.7934  -1.4565  0.5513  0.226
H  0.2274  2.2826  -2.2190  0.227
H  0.8761  3.5124  -1.1336  0.226
H  1.9643  2.6022  -2.2036  0.255

---

5.
# C17H14N4O2S

One molecule with the formula C17H14N4O2S at a distorted geometry (the ωB97M-V functional and the def2-TZVPD basis, the Open Molecules 2025 dataset).

Values from the calculation:
**ΔE to the lowest compared entry with this formula, charge and spin**: 136.4 kcal per mole
**F_max**: 4.3 eV/Å
**HOMO**: -7.43 eV
**Total energy**: -38742.564 eV
**M**: 338.4 g/mol
**SMILES**: CC1=NN(c2ccccc2)C(=S)/C1=C\Nc1cccc([N+](=O)[O-])c1
**Net charge**: 0
**Gap between HOMO and LUMO**: 6.0652 eV

Last column: natural (NBO) charge in e.
Atoms and positions in Å:
O  -6.0419  -1.8330  0.2616  -0.372
O  -6.7598  -3.1311  -1.3235  -0.366
S  1.4389  0.1623  -1.4414  -0.206
N  1.4262  1.4621  2.1563  -0.278
C  1.1783  0.7007  0.0715  0.059
C  0.0355  0.2333  0.8243  -0.269
C  0.2221  0.7743  2.0699  0.202
C  -1.0965  -0.6392  0.4762  0.197
C  5.8637  3.1875  0.3690  -0.214
C  5.4383  2.7604  1.6109  -0.214
C  5.0209  2.9782  -0.7612  -0.191
C  -3.0330  -3.1446  -3.1189  -0.198
C  4.2091  2.1583  1.8073  -0.220
C  3.7732  2.4142  -0.5706  -0.230
C  -4.2762  -3.2559  -2.5026  -0.197
C  -2.0299  -2.3682  -2.5241  -0.171
C  -3.5496  -1.7396  -0.7296  -0.225
C  3.3366  2.0087  0.7194  0.152
C  -4.5620  -2.5347  -1.3048  0.103
C  -2.2839  -1.6730  -1.3319  0.135
N  2.0330  1.4252  0.9294  -0.220
N  -5.8595  -2.4882  -0.7657  0.487
N  -1.2231  -1.0356  -0.7610  -0.539
C  -0.7043  0.5548  3.2132  -0.655
H  -1.9022  -0.9224  1.1679  0.219
H  6.8078  3.7616  0.2185  0.216
H  6.1332  2.8824  2.4117  0.214
H  5.2817  3.3482  -1.7385  0.215
H  -2.8565  -3.6097  -4.0905  0.234
H  3.9230  1.7868  2.7998  0.242
H  3.1413  2.3429  -1.4505  0.240
H  -5.0434  -3.8557  -3.0214  0.254
H  -1.0745  -2.2875  -3.0016  0.229
H  -3.7257  -1.1777  0.1796  0.245
H  -0.4378  -0.8141  -1.3794  0.436
H  -0.8030  1.5101  3.7714  0.244
H  -1.7249  0.2956  2.9119  0.209
H  -0.2753  -0.2374  3.8473  0.236

---

6.
# C17H14N4O5RuSi

C17H14N4O5RuSi as an isolated structure at a distorted geometry (the ωB97M-V functional and the def2-TZVPD basis, the Open Molecules 2025 dataset).

Values from the calculation:
**F_max**: 2.5 eV/Å
**HOMO (alpha / beta)**: -5.18 / -6.69 eV
**Total energy**: -44514.897 eV
**M**: 483.5 g/mol
**Net charge**: -1
**Multiplicity**: 6
**Gap between HOMO and LUMO (alpha / beta)**: 7.5574 / 7.7456 eV

Last column: natural (NBO) charge in e.
Atoms and positions in Å:
Ru  -0.4208  0.5541  -0.3433  1.435
O  -0.2789  0.4054  5.8449  -0.654
C  -0.1378  0.2216  4.5088  0.354
C  0.9416  0.7403  3.7958  -0.314
C  0.9606  0.5977  2.4209  0.145
N  0.0051  -0.0534  1.7650  -0.529
C  -0.9912  -0.6227  2.4433  0.132
C  -1.1125  -0.5004  3.8139  -0.283
C  -1.9876  -1.4256  1.5631  0.748
O  -2.7596  -2.1919  2.1141  -0.657
O  -1.8611  -1.2103  0.3285  -0.748
C  2.0443  1.2358  1.5267  0.746
O  3.0891  1.5961  2.0444  -0.657
O  1.7045  1.3249  0.3147  -0.746
H  0.4169  0.9929  6.1677  0.483
H  1.7487  1.2705  4.2799  0.239
H  -1.9511  -0.9397  4.3290  0.253
C  1.1198  -1.5020  -3.4105  -1.071
Si  -0.0001  -0.1145  -2.6429  0.993
C  -1.7482  -0.3571  -3.4753  -1.064
C  0.6730  1.5693  -3.3126  -0.434
C  1.8005  1.6596  -4.1231  -0.215
C  2.2929  2.8882  -4.5249  -0.215
C  1.6851  4.0581  -4.1022  -0.217
C  0.5565  3.9886  -3.3009  -0.218
C  0.0570  2.7580  -2.9190  -0.158
H  1.0624  -1.4872  -4.4950  0.225
H  0.8055  -2.4855  -3.0787  0.235
H  2.1604  -1.3812  -3.1277  0.232
H  -1.6531  -0.4625  -4.5535  0.222
H  -2.4038  0.4866  -3.2719  0.233
H  -2.2334  -1.2469  -3.0852  0.236
H  2.2965  0.7562  -4.4465  0.203
H  3.1624  2.9305  -5.1663  0.202
H  2.0871  5.0169  -4.3985  0.206
H  0.0733  4.8969  -2.9697  0.217
H  -0.8389  2.7179  -2.3073  0.199
N  -2.3513  6.7026  -0.7820  -0.463
C  -2.2094  5.6490  -0.3308  0.443
N  -2.0803  4.5336  0.2842  -0.645
C  -1.8665  3.3424  0.0102  0.653
N  -1.7409  2.1760  -0.1000  -0.748

---

Look up the total energy of the fifth one.
-38742.564 eV

---

Look up the M of the third one.
562.4 g/mol

---

Which formula does entry 3 have?
C17H14BrIrN4O